[1]
Entry from OMol25: a molecular structure, C19H15BF7N6OSTi (ωB97M-V with the def2-TZVPD basis set).

XYZ file:
```
51
Properties=species:S:1:pos:R:3:lowdin_charge:R:1
Ti 0.62966 0.05880 0.29571 0.82
F -5.84211 1.23195 1.58681 0.13
C -4.69161 0.56595 1.49717 -0.14
C -3.80943 0.84037 0.46609 -0.15
F -4.12313 1.75296 -0.44964 0.13
C -2.62194 0.14060 0.40746 -0.23
F -1.74551 0.44193 -0.58754 0.02
C -2.26879 -0.84890 1.31259 -0.52
S -0.76970 -1.75193 1.15257 0.67
C -3.17885 -1.09738 2.33359 -0.24
F -2.91517 -2.02591 3.25402 0.09
C -4.37144 -0.40201 2.43319 -0.14
F -5.21969 -0.66003 3.42828 0.13
B -0.76506 3.34236 0.21632 -0.38
N 0.45796 3.00072 -0.68699 -0.06
C 1.09866 3.88425 -1.45380 -0.07
C 1.96475 3.21230 -2.30362 -0.04
C 1.78483 1.87736 -1.97898 -0.14
N 0.86396 1.75084 -1.01415 -0.06
N -0.64345 2.59249 1.59214 -0.06
C -1.25265 2.94782 2.72032 -0.07
C -0.94874 2.02553 3.71353 -0.04
C -0.11313 1.11686 3.08843 -0.14
N 0.06728 1.46351 1.80131 -0.07
H -1.78902 3.03258 -0.33376 0.07
H -0.71075 4.52511 0.43592 0.08
H 0.89048 4.93459 -1.34339 0.12
H 2.63289 3.63209 -3.03376 0.10
H 2.28858 1.00133 -2.35666 0.11
H -1.85324 3.84180 2.75196 0.13
H -1.27703 2.02862 4.73761 0.10
H 0.36241 0.22697 3.46884 0.11
F 3.68206 -0.39554 0.10052 -0.05
C 2.67584 0.07806 0.90832 -0.35
F 2.31170 -1.01400 1.75739 -0.12
H 3.11057 0.83792 1.55988 0.10
N 3.17114 -4.95754 -0.67456 0.18
C 2.80735 -4.67336 -1.95111 -0.49
O 3.13941 -5.35009 -2.90110 0.07
C 1.96132 -3.44259 -2.14351 -0.09
C 1.24032 -3.31602 -3.32352 0.03
C 0.45404 -2.19756 -3.51921 -0.01
C 0.41789 -1.23178 -2.52900 -0.11
N 1.12672 -1.33432 -1.40144 -0.04
C 1.88672 -2.42000 -1.21455 -0.06
H 3.69164 -5.80476 -0.52337 0.12
H 2.73709 -4.51671 0.11534 0.10
H 1.31706 -4.10343 -4.06204 0.13
H -0.12894 -2.06717 -4.41946 0.12
H -0.18993 -0.34090 -2.63295 0.11
H 2.45696 -2.43376 -0.29718 0.11
```

Results
Charge ... 0
E_LUMO (alpha / beta) ... -0.5653 / -0.4952 eV
E_HOMO (alpha / beta) ... -8.360 / -8.410 eV
Relative energy (zero: lowest compared OMol25 entry of this formula, charge and spin) ... 0.000 eV
2S+1 ... 2

***

[2]
Entry from OMol25: 2 unconnected molecules or ions with the total composition C19H15BrF3N2O6S (ωB97M-V with the def2-TZVPD basis set).

XYZ file:
```
47
Properties=species:S:1:pos:R:3:lowdin_charge:R:1
C 1.88435 4.01310 -1.74051 -0.07
C 1.82557 3.88566 -0.24681 -0.20
O 0.95501 2.72893 0.00101 0.03
C 0.76850 2.59371 1.31899 -0.46
O 1.22650 3.38873 2.13859 0.08
N -0.00799 1.48370 1.63345 0.09
C -0.51868 1.31018 2.93699 -0.13
C -0.10094 1.96457 4.08905 0.01
C -0.63067 1.51448 5.30408 -0.07
C -1.58828 0.48204 5.31554 -0.13
C -2.01804 -0.12398 4.12772 -0.59
Br -3.20597 -1.60282 4.16731 0.80
C -1.47743 0.29311 2.91074 -0.13
C -1.55775 -0.12985 1.50212 -0.07
N -2.61553 -0.91425 0.94026 -0.31
O -3.76126 -0.76884 1.41678 -0.03
O -2.40083 -1.66983 -0.04328 0.09
C -0.60852 0.53958 0.77587 0.12
H 2.57547 4.80886 -2.01969 0.08
H 2.22162 3.07969 -2.19482 0.07
H 0.89586 4.25571 -2.13962 0.09
H 2.80557 3.66619 0.19968 0.13
H 1.39333 4.77400 0.23394 0.13
H 0.60333 2.77731 4.00483 0.10
H -0.28834 1.94562 6.24096 0.10
H -1.98945 0.11359 6.25271 0.09
H -0.30822 0.37310 -0.25258 0.12
F 0.72245 0.90985 -5.68082 0.11
C 1.05355 0.55921 -4.42003 -0.64
F 2.36046 0.23418 -4.37611 0.11
F 0.84402 1.62571 -3.61302 0.10
S 0.03889 -0.92865 -3.94133 0.70
C 0.37954 -1.10503 -2.21703 -0.26
C 0.21224 -2.43160 -1.74195 -0.34
C 0.96395 -2.83140 -0.60486 -0.09
C 0.70877 -4.04475 0.01048 -0.13
C -0.25393 -4.91155 -0.53181 -0.15
C -0.88673 -4.59971 -1.74783 -0.11
C -0.63891 -3.38987 -2.37037 -0.07
O -1.33166 -0.54603 -4.20105 -0.33
O 0.67198 -2.05033 -4.60877 -0.33
H 1.18139 -0.46145 -1.82886 0.06
H 1.74978 -2.14440 -0.29377 0.10
H 1.27203 -4.31713 0.90366 0.09
H -0.49604 -5.84542 -0.02415 0.07
H -1.56532 -5.30707 -2.23131 0.09
H -1.06370 -3.19680 -3.35438 0.09
```

Results
Charge ... -1
E_LUMO ... 1.9278 eV
E_HOMO ... -3.082 eV

***

[3]
Entry from OMol25: a molecular structure, C19H15BrMnN4O2S7 (ωB97M-V with the def2-TZVPD basis set).

XYZ file:
```
49
Properties=species:S:1:pos:R:3:lowdin_charge:R:1
Mn 0.64336 1.78057 0.69762 0.32
Br 0.55749 -0.46944 -6.23333 0.61
C 0.90614 0.37294 -4.54461 -0.70
C 0.99159 1.76581 -4.47334 -0.14
C 1.25731 2.36338 -3.26650 0.00
C 1.42468 1.60990 -2.07111 -0.36
O 1.70564 2.18540 -0.97796 -0.13
C 1.32212 0.17661 -2.18918 -0.16
C 1.46769 -0.66513 -1.04980 -0.17
N 1.48797 -0.22202 0.16448 0.02
C 1.68015 -1.05454 1.25195 -0.21
C 1.72692 -2.44360 1.24152 -0.04
C 1.89256 -3.16228 2.42662 -0.11
C 2.03587 -2.52113 3.63238 -0.06
C 2.02523 -1.11456 3.68600 -0.17
C 2.19885 -0.38518 4.88293 -0.03
C 2.25814 0.97771 4.82330 -0.06
C 2.09218 1.62719 3.58994 -0.21
N 1.84564 0.98746 2.46650 0.03
C 1.84558 -0.37284 2.49350 -0.18
C 1.07374 -0.41405 -3.43722 -0.12
H 0.83228 2.36789 -5.35814 0.09
H 1.30561 3.44068 -3.18594 0.12
H 1.62416 -1.72792 -1.25330 0.11
H 1.60252 -2.98687 0.31482 0.09
H 1.90675 -4.24615 2.38772 0.09
H 2.15154 -3.08575 4.55097 0.10
H 2.29079 -0.91500 5.82476 0.10
H 2.41580 1.57147 5.71353 0.10
H 2.14311 2.70712 3.51612 0.01
H 0.98383 -1.49198 -3.51183 0.10
S -1.20088 1.18909 2.60337 -0.08
S -0.87842 2.70483 3.91758 -0.22
S -0.56139 4.48530 2.85062 -0.23
S 1.20206 4.28089 1.87221 -0.09
O -1.25799 4.37779 -1.83833 -0.65
S -1.72548 3.43768 -0.78539 0.63
N -0.72522 2.64355 -0.01665 -0.57
S -1.39857 -0.95444 -0.45689 0.76
C -2.78555 -1.21993 -1.26600 -1.13
N -3.26069 -2.47388 -1.60134 -0.10
C -4.67971 -2.50885 -1.89488 -0.28
C -4.92612 -1.24722 -2.70367 -0.45
S -3.86984 0.01363 -1.90450 0.92
H -2.87144 -3.20227 -1.02179 0.11
H -5.28544 -2.49083 -0.97870 0.11
H -4.91831 -3.40571 -2.47065 0.11
H -5.96291 -0.91996 -2.68388 0.07
H -4.58933 -1.36536 -3.73352 0.07
```

Results
Charge ... -2
E_LUMO (alpha / beta) ... 3.7969 / 3.7968 eV
E_HOMO (alpha / beta) ... -0.375 / -0.337 eV
2S+1 ... 2

***

[4]
Entry from OMol25: a molecular structure, C19H15Cl3N2O7Pd (ωB97M-V with the def2-TZVPD basis set).

XYZ file:
```
47
Properties=species:S:1:pos:R:3:lowdin_charge:R:1
Pd 0.26444 -0.07927 -0.83622 1.18
C 3.98824 0.94383 -2.03102 -0.10
O 4.76974 1.10963 -0.86222 -0.11
C 4.07774 1.21793 0.33418 -0.21
C 4.68764 1.96193 1.32418 -0.05
C 4.08464 2.12413 2.57168 -0.15
C 2.83674 1.59003 2.79428 -0.09
C 2.18344 0.82473 1.81908 -0.15
C 0.88594 0.29423 2.08738 -0.10
N 0.27494 -0.50967 1.27588 -0.10
N -0.80886 -1.19457 1.67878 0.05
C -1.35826 -1.92237 0.71988 -0.50
O -0.96856 -1.98167 -0.48302 -0.10
C -2.49136 -2.78087 1.13708 -0.13
C -3.00246 -2.78927 2.43578 -0.04
C -4.06666 -3.61177 2.75228 -0.11
C -4.63806 -4.43087 1.78818 -0.13
C -4.12596 -4.43167 0.49908 -0.11
C -3.06116 -3.61807 0.17688 -0.03
C 2.84384 0.52883 0.57238 -0.31
O 2.40624 -0.34137 -0.26252 -0.15
H 4.61814 1.26243 -2.86552 0.08
H 3.68924 -0.09797 -2.16792 0.08
H 3.08804 1.56003 -2.00072 0.07
H 5.64144 2.42713 1.10548 0.10
H 4.60204 2.67423 3.35048 0.08
H 2.34194 1.74153 3.74748 0.09
H 0.39934 0.56623 3.02908 0.12
H -2.55626 -2.14117 3.17538 0.10
H -4.47466 -3.61717 3.75588 0.09
H -5.47996 -5.06657 2.03528 0.08
H -4.57046 -5.06067 -0.26132 0.09
H -2.65006 -3.58687 -0.82192 0.11
C 0.80384 1.59593 -4.70492 -0.02
C 0.66134 1.00083 -3.28802 -0.76
O 0.85244 1.75583 -2.31182 -0.08
O 0.36184 -0.20567 -3.20772 -0.07
H 1.42394 2.48813 -4.67882 0.06
H -0.19026 1.86653 -5.05812 0.07
H 1.23074 0.85523 -5.37852 0.06
Cl -3.13046 3.84513 1.00038 0.55
C -3.09616 2.80153 -0.41612 -1.53
Cl -4.63696 1.94773 -0.52902 0.54
Cl -2.90366 3.80763 -1.85852 0.55
C -1.85136 1.76923 -0.38152 -0.88
O -2.03196 0.77983 -1.08332 -0.07
O -0.92416 2.12733 0.32228 -0.04
```

Results
Charge ... -2
E_LUMO (alpha / beta) ... 4.6734 / 4.6721 eV
E_HOMO (alpha / beta) ... -1.331 / -1.322 eV
2S+1 ... 3

***

[5]
Entry from OMol25: a single C19H15ClN4OS molecule (ωB97M-V with the def2-TZVPD basis set).

XYZ file:
```
41
Properties=species:S:1:pos:R:3:lowdin_charge:R:1
Cl 5.31861 1.73084 -0.12500 0.68
C 3.99518 0.84697 0.53873 -0.67
C 3.41323 1.27369 1.72182 -0.10
C 2.35596 0.55434 2.24730 -0.07
C 1.88227 -0.57090 1.59713 -0.05
C 2.46604 -0.99106 0.40899 -0.32
C 1.91356 -2.16040 -0.32876 -0.37
S 1.05753 -1.62576 -1.87991 0.98
C 0.24991 -0.19617 -1.28674 -0.62
N 0.80106 0.95191 -1.01374 0.06
N -0.15774 1.76956 -0.58704 0.09
C -1.30192 1.12358 -0.59826 -0.26
C -2.55852 1.73310 -0.20571 -0.13
C -2.72684 3.10459 -0.41473 -0.01
C -3.91547 3.69956 -0.03880 -0.05
C -4.90093 2.90263 0.52947 -0.15
N -4.74042 1.61182 0.76042 0.07
C -3.60119 1.04294 0.41496 -0.10
N -1.09931 -0.15273 -1.04767 0.01
C -2.01438 -1.24608 -1.23358 -0.07
C -1.96138 -2.17506 -0.05874 -0.27
C -1.66879 -1.95040 1.25500 -0.04
C -1.73360 -3.21539 1.89166 -0.05
C -2.05961 -4.10572 0.91806 -0.11
O -2.19540 -3.48546 -0.26638 0.06
C 3.53129 -0.27509 -0.12192 -0.08
H 3.77949 2.15868 2.21707 0.10
H 1.89232 0.87992 3.16616 0.11
H 1.05457 -1.12842 2.01180 0.10
H 2.69158 -2.83432 -0.68468 0.08
H 1.18679 -2.71356 0.26667 0.07
H -1.92312 3.66670 -0.86441 0.11
H -4.07854 4.75549 -0.18624 0.10
H -5.85773 3.31292 0.82340 0.10
H -3.51753 -0.00384 0.67461 0.10
H -1.72215 -1.80260 -2.13090 0.12
H -3.02182 -0.84299 -1.38480 0.14
H -1.43715 -1.00936 1.71290 0.11
H -1.56116 -3.42158 2.92763 0.10
H -2.21801 -5.16508 0.93701 0.12
H 3.97915 -0.58183 -1.05444 0.12
```

Results
Charge ... 0
E_LUMO ... 0.4416 eV
E_HOMO ... -8.882 eV
Relative energy (zero: lowest compared OMol25 entry of this formula, charge and spin) ... 0.102 eV
SMILES ... Clc1cccc(CSc2nnc(-c3cccnc3)n2Cc2ccco2)c1

***

[6]
Entry from OMol25: a molecular structure, C19H15CoN11 (ωB97M-V with the def2-TZVPD basis set).

XYZ file:
```
46
Properties=species:S:1:pos:R:3:lowdin_charge:R:1
Co 0.26664 0.11218 0.18855 0.68
C -1.73950 -1.04727 -0.79485 -0.23
C -2.27449 -0.23540 -1.80121 -0.16
C -2.97682 0.82235 -1.17673 -0.18
C -2.86007 0.67632 0.20134 -0.20
C -2.04681 -0.45601 0.46242 -0.23
H -1.28083 -2.01027 -0.93531 0.06
H -2.15676 -0.39048 -2.86541 0.07
H -3.45217 1.65161 -1.68297 0.07
H -3.21842 1.37102 0.94205 0.07
H -1.92389 -0.92855 1.42899 0.09
N 1.25012 2.88335 -1.53412 0.13
C 1.89158 1.71375 -1.85968 -0.49
N 2.91288 1.68082 -2.69587 0.00
N 3.25789 0.37495 -2.71495 -0.12
N 2.49567 -0.31018 -1.94779 -0.07
N 1.58014 0.51325 -1.37250 -0.01
C 0.35782 3.02452 -0.50508 -0.46
N -0.09390 4.20793 -0.12310 0.01
N -0.90863 3.91807 0.91291 -0.10
N -0.92985 2.65787 1.13679 -0.07
N -0.14155 2.03170 0.23073 -0.03
H 1.63327 3.73059 -1.91472 0.13
C 0.75344 -5.00881 -2.34651 -0.14
C 0.51246 -3.70863 -2.78079 -0.10
C 0.58734 -2.63888 -1.91027 -0.09
C 0.90048 -2.83408 -0.55893 -0.27
C 1.13981 -4.14648 -0.12609 -0.05
C 1.06825 -5.21118 -1.00983 -0.13
N 0.97535 -1.75919 0.33391 -0.06
N 1.58228 -2.09786 1.46633 0.03
C 1.65904 -1.04534 2.31219 -0.32
C 2.31780 -1.19446 3.54644 -0.06
C 2.42339 -0.12246 4.40905 -0.14
C 1.88261 1.11118 4.06273 -0.13
C 1.22254 1.26509 2.84057 -0.11
C 1.09037 0.20414 1.96200 -0.09
H 0.69631 -5.84308 -3.03570 0.08
H 0.26787 -3.52109 -3.81958 0.09
H 0.39437 -1.64077 -2.26514 0.08
H 1.38568 -4.30684 0.91391 0.08
H 1.25793 -6.21566 -0.64468 0.08
H 2.74273 -2.16047 3.78885 0.09
H 2.93511 -0.24410 5.35945 0.08
H 1.96033 1.95531 4.73761 0.08
H 0.79435 2.22682 2.60956 0.07
```

Results
Charge ... -2
E_LUMO (alpha / beta) ... 4.9922 / 5.1634 eV
E_HOMO (alpha / beta) ... -0.651 / -1.595 eV
Relative energy (zero: lowest compared OMol25 entry of this formula, charge and spin) ... 0.000 eV
2S+1 ... 4